11
Properties=species:S:1:pos:R:3:forces:R:3:lowdin_charge:R:1 method="wB97M-V/def2-TZVPD" spin_multiplicity=1 gap_ev=8.4 largest_force_ev_per_a=3.89 e_lumo_ev=-0.900 de_lowest_kj_mol=31.1 smiles="O=CNC(=S)[C@@H](F)Cl"
O 0.374 2.852 -0.950 0.14 -0.59 -0.42 0.07
C -0.072 1.752 -1.135 -2.57 0.03 -0.95 -0.30
N 0.145 0.733 -0.212 2.94 1.11 1.87 0.03
C -0.182 -0.548 -0.216 -2.85 -2.17 -1.51 -0.81
S -1.150 -1.254 -1.377 0.78 0.28 0.78 0.69
C 0.218 -1.409 1.001 -1.06 1.89 -1.14 -0.73
F 1.416 -0.920 1.359 1.09 -0.36 1.04 -0.02
Cl -0.986 -1.202 2.316 0.53 -0.09 -0.37 0.65
H -0.890 1.449 -1.931 1.78 0.58 1.15 0.14
H 0.903 0.973 0.471 -1.07 0.01 -0.64 0.18
H 0.224 -2.426 0.674 0.29 -0.69 0.20 0.08